[1]
Formula: C9H7O4S
Source: the OMol25 dataset
Level of theory: ωB97M-V with the def2-TZVPD basis set

SMILES string: O=S(=O)([O-])[C@@H](O)C#Cc1ccccc1
strongest force on any atom: 4.155 eV/Å
E_HOMO: -5.246 eV
energy above the lowest of the compared OMol25 structures with the same formula, charge and spin: 0.0 kJ/mol
orbital gap: 8.233 eV
charge: -1

```
21
Properties=species:S:1:pos:R:3:forces:R:3:mulliken_charge:R:1
O -4.71525 -0.44827 -1.49334 -0.44 0.12 0.10 -0.72
S -4.68050 0.46892 -0.35751 -0.64 2.79 1.57 1.15
O -3.86470 1.67536 -0.47525 0.35 -0.68 -0.77 -0.65
O -5.95484 0.87928 0.28866 0.85 -1.78 -0.94 -0.68
C -3.74075 -0.55296 0.87990 -3.60 -0.60 1.61 -0.59
O -4.18017 -1.91902 0.70939 2.06 0.25 2.13 -0.52
C -2.36729 -0.28232 0.72095 2.87 -0.56 -0.56 0.34
C -1.19277 -0.20672 0.39438 -3.26 0.79 1.62 0.12
C 0.11864 0.16516 0.13730 2.48 -1.65 -1.17 0.12
C 0.76538 -0.65452 -0.85180 0.23 0.43 0.50 -0.43
C 2.07563 -0.55187 -1.16354 2.21 2.39 0.11 -0.55
C 2.79659 0.55590 -0.60985 -3.66 -1.77 0.88 -0.35
C 2.25076 1.30681 0.39673 -0.50 -0.23 1.12 -0.53
C 0.92345 1.02918 0.86086 0.17 1.29 -0.22 -0.32
H -4.28759 -0.34927 1.84519 1.46 0.82 -0.63 0.31
H -4.56527 -1.81272 -0.11489 -1.44 -0.65 -3.24 0.38
H 0.26698 -1.42267 -1.35041 -1.40 -1.03 -0.43 0.43
H 2.69905 -1.13414 -1.85635 -1.05 -0.21 0.13 0.31
H 3.73405 0.70970 -0.91586 3.61 0.67 -1.04 0.50
H 2.93844 1.99143 0.92488 -0.83 -0.10 -0.27 0.29
H 0.45676 1.58273 1.69578 0.52 -0.31 -0.51 0.37
```
Positions in Å, forces in eV/Å.

=====

[2]
Formula: C9H8Br2N3
Source: the OMol25 dataset
Level of theory: ωB97M-V with the def2-TZVPD basis set

SMILES string: C[n+]1cn(-c2cccc(Br)c2)nc1Br
strongest force on any atom: 4.499 eV/Å
E_HOMO: -12.392 eV
orbital gap: 8.470 eV
charge: +1

```
22
Properties=species:S:1:pos:R:3:forces:R:3:mulliken_charge:R:1
C 3.36743 0.78882 0.24065 -0.68 2.52 0.06 -0.81
N 1.94604 1.13356 0.30358 0.11 0.82 0.27 -0.02
C 0.93755 0.28460 0.30271 -1.99 2.80 -1.04 -0.01
N -0.17154 1.01771 0.03870 1.09 -0.31 0.11 0.77
C -1.49646 0.53647 -0.22981 -0.41 0.24 1.57 0.97
C -1.62592 -0.85198 -0.29322 -0.77 2.17 -0.97 -0.65
C -2.89913 -1.29532 -0.51548 0.56 -0.05 0.69 -0.62
C -3.98361 -0.43344 -0.41118 -0.45 -0.28 -0.65 -0.24
C -3.88467 0.94937 -0.28696 2.11 -0.39 1.40 -0.16
Br -5.30297 2.10012 0.18280 0.06 -0.34 -0.50 -0.09
C -2.55752 1.45424 -0.12567 -0.59 -1.54 -1.59 -0.39
N 0.08879 2.32039 -0.06198 3.79 0.34 0.65 -0.88
C 1.47361 2.40362 0.13499 -4.30 -0.69 -1.14 0.17
Br 2.38998 3.97942 -0.16276 0.02 -0.49 0.31 0.03
H 3.48803 -0.13648 0.79232 0.55 -0.15 -0.52 0.36
H 3.52608 0.88795 -0.87657 0.95 -0.71 1.53 0.36
H 3.74327 1.68449 0.82850 0.78 -1.48 -0.94 0.30
H 0.99620 -0.74104 0.33512 0.20 -1.94 0.29 0.40
H -0.76801 -1.45353 -0.37542 0.67 -0.92 0.03 0.26
H -2.98297 -2.35413 -0.65253 -0.71 -0.33 -0.11 0.39
H -4.89601 -0.96776 -0.49850 -1.14 0.25 0.02 0.40
H -2.37527 2.50415 -0.16738 0.15 0.51 0.52 0.47
```
Positions in Å, forces in eV/Å.